Below is a single C9H13BrOSi molecule, with properties calculated with the ωB97M-V functional and the def2-TZVPD basis.

Geometry as ORCA input:
```
! wB97M-V def2-TZVPD RIJCOSX def2/J DEFGRID3
* xyz 0 1
C 2.696 -0.273 1.586
O 2.160 -0.760 0.385
Si 1.077 0.266 -0.451
C 1.265 2.076 0.022
C 1.224 -0.005 -2.302
C -0.671 -0.205 -0.010
C -0.945 -1.542 0.013
C -2.196 -2.015 0.292
C -3.224 -1.092 0.465
Br -4.957 -1.721 0.679
C -2.976 0.276 0.391
C -1.681 0.702 0.154
H 3.430 -0.951 1.989
H 3.094 0.718 1.367
H 1.914 -0.131 2.340
H 0.898 2.697 -0.800
H 0.643 2.291 0.878
H 2.287 2.374 0.234
H 0.345 0.383 -2.828
H 2.082 0.553 -2.629
H 1.396 -1.027 -2.585
H -0.170 -2.276 -0.147
H -2.383 -3.072 0.367
H -3.787 0.962 0.523
H -1.521 1.775 0.067
*
```

Summary:
HOMO: -0.330 Ha
Orbital gap: 9.74 eV
Energy relative to the best compared isomer or geometry (same formula, charge and spin): 39.4 kJ/mol